Entry 1:
Entry from the Open Molecules 2025 dataset: a single C2H5ClO molecule in a non-equilibrium geometry (the ωB97M-V functional and the def2-TZVPD basis).

XYZ file:
```
9
Properties=species:S:1:pos:R:3
Cl 1.211 2.042 0.247
O -0.529 -1.530 0.021
C 0.205 0.635 0.664
C -0.230 -0.197 -0.513
H 0.807 0.178 1.468
H 0.472 -0.229 -1.307
H -0.705 1.083 1.132
H -0.090 -2.145 -0.688
H -1.141 0.162 -1.024
```

Calculated values
HOMO energy = -10.60 eV
gap between HOMO and LUMO = 11.36 eV
energy relative to the best compared isomer or geometry (same formula, charge and spin) = 0.00 kcal/mol
SMILES = OCCCl
LUMO energy = 0.0280 Eh
total energy = -614.6075 hartree

Here are the natural (NBO) charges for atoms 1 to 5, given in e: -0.08 -0.72 -0.39 -0.09 0.24



Entry 2:
Entry from the Open Molecules 2025 dataset: a molecular structure, C5H14N2O in a non-equilibrium geometry (the ωB97M-V functional and the def2-TZVPD basis).

XYZ file:
```
22
Properties=species:S:1:pos:R:3
O -0.940 -1.119 -1.188
N -1.546 -2.319 0.652
N 0.474 -2.798 -0.411
C -0.692 1.903 -1.232
C 0.989 2.485 0.532
C -0.606 -1.891 -0.277
C 0.663 -0.346 1.207
C 0.633 2.348 -0.793
H -0.718 0.782 -1.282
H -0.929 2.258 -2.236
H 0.852 -0.966 2.076
H -1.263 -2.995 1.341
H 1.429 2.233 -1.521
H 1.973 2.885 0.756
H 1.101 -2.534 -1.157
H 1.005 1.036 1.117
H -0.332 0.074 1.220
H -2.462 -1.916 0.564
H 0.192 -3.769 -0.465
H 1.414 -0.468 0.446
H -1.480 2.202 -0.541
H 0.244 2.916 1.194
```

Calculated values
HOMO energy = -7.62 eV
gap between HOMO and LUMO = 8.43 eV
energy relative to the best compared isomer or geometry (same formula, charge and spin) = 108.00 kcal/mol
LUMO energy = 0.0297 Eh
total energy = -383.5286 hartree

Here are the natural (NBO) charges for atoms 1 to 5, given in e: -0.68 -0.86 -0.89 -0.70 -0.55



Entry 3:
Entry from the Open Molecules 2025 dataset: a molecular structure, C35H33BrCl2CrNOS in a non-equilibrium geometry (the ωB97M-V functional and the def2-TZVPD basis).

XYZ file:
```
75
Properties=species:S:1:pos:R:3
Br 0.362 2.725 -0.696
Cr -1.950 0.722 -0.059
Cl -5.508 4.323 -2.143
Cl -2.059 2.597 1.805
S -3.499 2.103 -1.204
O -0.316 0.255 0.869
N -2.106 -0.661 -1.534
C -3.548 -1.595 0.194
C 2.909 1.528 -0.290
C -4.757 4.411 -0.565
C -3.560 4.771 1.909
C 5.640 1.671 -1.150
C 3.232 -0.531 0.843
C 1.353 -1.837 1.936
C -4.530 5.651 1.502
C -0.568 -2.120 -4.612
C -2.221 -3.056 -3.041
C 3.797 0.524 0.133
C 1.564 1.414 -0.020
C 5.808 -0.745 -0.752
C -3.584 -0.375 2.297
C -1.375 -2.022 -3.468
C -5.098 5.465 0.249
C -0.543 0.265 -3.194
C 0.217 0.109 -4.326
C -3.796 3.441 -0.167
C -4.894 -2.356 2.026
C 0.603 -1.337 3.192
C 0.377 -2.642 1.073
C 6.116 0.861 1.110
C 5.316 0.570 -0.155
C -4.475 -2.479 0.719
C -1.356 -0.787 -2.718
C 2.520 -2.750 2.380
C 0.974 0.332 0.675
C 1.879 -0.649 1.133
C -3.228 3.710 1.099
C -3.153 -0.480 0.980
C -2.989 -2.869 -1.901
C -2.900 -1.731 -1.118
C -4.424 -1.328 2.858
C 0.201 -1.052 -5.076
H 0.842 -1.163 -5.948
H 5.369 -0.971 -1.720
H 6.886 -0.672 -0.858
H 2.963 -3.267 1.520
H -3.641 -3.635 -1.513
H 2.117 -3.471 3.083
H -3.259 0.477 2.918
H -0.520 1.183 -2.625
H 0.841 0.912 -4.628
H -5.813 6.187 -0.082
H -4.711 -1.308 3.916
H 3.268 2.336 -0.912
H 3.902 -1.282 1.154
H -0.356 -1.967 0.660
H 6.674 1.598 -1.451
H 5.913 0.151 1.931
H 0.294 -2.221 3.780
H 5.020 1.592 -2.027
H -2.369 -3.941 -3.664
H 7.195 0.838 0.912
H -0.516 -3.092 -5.088
H 1.250 -0.712 3.834
H 5.882 1.880 1.450
H 0.876 -3.172 0.255
H -0.174 -3.365 1.670
H 5.523 -1.579 -0.074
H -0.304 -0.799 2.943
H -4.824 -3.337 0.161
H -4.839 6.486 2.095
H 5.478 2.620 -0.699
H -5.616 -3.045 2.450
H 3.305 -2.183 2.888
H -3.085 4.880 2.876
```

Calculated values
net charge = -1
HOMO energy (spin up / spin down) = -2.13 / -5.09 eV
gap between HOMO and LUMO (spin up / spin down) = 4.57 / 7.53 eV
<S²> = 6.086
2S+1 = 5
LUMO energy (spin up / spin down) = 0.0896 / 0.0896 Eh
total energy = -6420.6958 hartree

Here are the Löwdin charges for atoms 1 to 5, given in e: 0.85 0.44 0.63 0.77 0.66



Entry 4:
Entry from the Open Molecules 2025 dataset: 3 unconnected molecules or ions with the total composition C18H42BrNO10P in a non-equilibrium geometry (the ωB97M-V functional and the def2-TZVPD basis).

XYZ file:
```
73
Properties=species:S:1:pos:R:3
Br 1.634 1.777 1.297
P -2.461 1.509 0.512
O -3.505 2.592 -0.416
O -4.200 -2.083 -1.022
O -5.809 -4.535 -2.027
O 8.524 2.085 -1.151
O -5.445 2.779 0.449
O 0.605 3.276 -0.928
O -2.478 -4.307 -2.351
O 5.226 2.201 -1.753
O -1.529 0.482 1.581
O 6.411 1.938 1.112
N -4.740 2.049 -0.244
C 4.823 2.854 -0.547
C -2.150 2.179 4.436
C 7.045 0.890 0.366
C -4.837 -2.320 -2.285
C -2.821 0.713 4.735
C -3.518 -3.207 -0.450
C 9.759 2.772 -1.264
C -2.211 -3.543 -1.172
C 0.228 2.785 0.277
C 6.034 3.098 0.357
C 8.490 1.218 -0.014
C -2.156 -0.539 3.911
C 4.139 1.571 -2.411
C -6.119 -3.146 -2.161
C -1.396 -4.273 -3.268
C -1.308 3.035 0.868
C -2.382 -0.494 2.283
C -6.882 -5.272 -1.465
H -6.578 -6.319 -1.393
H -1.577 -4.153 -0.520
H -3.306 0.430 0.067
H 10.585 2.062 -1.377
H -1.019 -0.711 4.134
H -2.335 2.835 5.416
H 3.709 0.792 -1.775
H -6.722 -3.028 -3.067
H 6.446 0.604 -0.501
H -2.709 2.779 3.569
H -4.180 -4.072 -0.373
H 4.083 2.246 -0.013
H 5.754 3.850 1.102
H 3.374 2.303 -2.679
H -7.771 -5.201 -2.100
H -7.106 -4.908 -0.457
H -3.529 -0.373 2.082
H -1.256 3.304 2.015
H 9.922 3.408 -0.389
H 7.061 0.026 1.039
H -2.715 -1.523 4.291
H -4.138 -2.750 -3.004
H -5.109 -1.328 -2.662
H -1.722 3.996 0.317
H -2.644 0.492 5.892
H -2.080 -1.566 1.852
H 6.885 3.501 -0.196
H -0.492 -4.684 -2.813
H -1.215 -3.248 -3.606
H -3.311 1.812 1.659
H -3.270 -2.905 0.574
H 8.993 1.690 0.841
H 9.716 3.410 -2.150
H -0.980 2.163 4.284
H 4.373 3.813 -0.825
H -1.607 1.241 -0.631
H -6.694 -2.797 -1.293
H 9.018 0.298 -0.283
H -1.684 -2.616 -1.429
H -1.663 -4.881 -4.137
H 4.515 1.102 -3.324
H -3.994 0.819 4.601
```

Calculated values
net charge = -1
HOMO energy = -4.76 eV
gap between HOMO and LUMO = 7.23 eV
LUMO energy = 0.0908 Eh
total energy = -4433.2250 hartree

Here are the Löwdin charges for atoms 1 to 5, given in e: 0.60 0.50 -0.38 -0.14 -0.21



Entry 5:
Entry from the Open Molecules 2025 dataset: a gas-phase ion, C2H2IO3 (charge -1) in a non-equilibrium geometry (the ωB97M-V functional and the def2-TZVPD basis).

XYZ file:
```
8
Properties=species:S:1:pos:R:3
I 1.240 -2.112 -0.341
O -2.018 -0.449 -0.040
O -0.902 1.146 -1.189
O 1.276 0.678 0.445
C -1.047 0.226 -0.417
C 0.292 -0.254 0.334
H 0.039 -0.632 1.402
H 1.122 1.396 -0.194
```

Calculated values
net charge = -1
HOMO energy (spin up / spin down) = -0.68 / -4.65 eV
gap between HOMO and LUMO (spin up / spin down) = 4.29 / 5.35 eV
<S²> = 2.010
2S+1 = 3
LUMO energy (spin up / spin down) = 0.1326 / 0.0259 Eh
total energy = -600.7517 hartree

Here are the Löwdin charges for atoms 1 to 5, given in e: 0.39 0.07 0.04 -0.15 -0.71



Entry 6:
Entry from the Open Molecules 2025 dataset: a molecular structure, C7H19O13P2V in a non-equilibrium geometry (the ωB97M-V functional and the def2-TZVPD basis).

XYZ file:
```
42
Properties=species:S:1:pos:R:3
V -5.501 -4.159 -3.443
P -4.097 -1.946 -6.048
P -7.961 -1.836 -3.234
O -3.611 -0.544 -5.571
O -4.965 -1.682 -7.340
O -4.501 -2.504 -2.071
O -7.279 -0.594 -3.855
O -5.879 -4.927 -2.082
O -5.679 -5.190 -4.637
O -9.397 -1.646 -3.799
O -7.372 -3.141 -3.555
O -4.796 -2.673 -5.003
O -2.524 -3.038 -1.215
O -2.834 -2.636 -6.589
O -3.350 -4.090 -3.039
O -8.077 -1.574 -1.689
C -6.038 -0.082 -3.298
C -6.354 -1.345 -7.147
C -2.925 0.343 -6.474
C -2.935 -4.050 -6.939
C -3.459 -3.212 -2.147
C -10.336 -2.723 -3.593
C -7.418 -2.480 -0.761
H -3.529 -4.146 -7.851
H -3.556 1.214 -6.640
H -10.273 -3.435 -4.411
H -7.572 -2.060 0.228
H -5.969 -0.318 -2.241
H -6.457 -0.293 -6.872
H -11.326 -2.286 -3.519
H -7.854 -3.475 -0.806
H -6.800 -1.938 -6.350
H -6.849 -1.536 -8.092
H -10.140 -3.259 -2.662
H -2.922 -2.401 -0.614
H -2.739 -0.129 -7.438
H -5.203 -0.484 -3.859
H -1.926 -4.348 -7.197
H -3.398 -4.599 -6.126
H -1.985 0.623 -6.011
H -6.101 1.000 -3.398
H -6.354 -2.552 -0.980
```

Calculated values
HOMO energy = -9.46 eV
gap between HOMO and LUMO = 10.00 eV
energy relative to the best compared isomer or geometry (same formula, charge and spin) = 0.00 kcal/mol
LUMO energy = 0.0201 Eh
total energy = -2883.2644 hartree

Here are the natural (NBO) charges for atoms 1 to 5, given in e: 1.37 2.66 2.65 -0.82 -0.82